Entry 1:
ORCA calculation (the ωB97M-V functional and the def2-TZVPD basis) on C15H39Cu2NO11P2 as an isolated structure in a non-equilibrium geometry.

Values from the calculation:
Kohn-Sham gap: 6.136 eV
LUMO: 0.438 eV
DFT total energy: -148061.66188 eV
maximum force: 2.23 eV/A
relative energy (zero: lowest compared OMol25 entry of this formula, charge and spin): 53.2 kJ/mol
spin multiplicity: 1
HOMO energy: -0.209 Ha

XYZ file:
```
70
C15H39Cu2NO11P2 the ωB97M-V functional and the def2-TZVPD basis
Cu -1.62236 0.83384 1.70819
Cu -0.13570 2.99873 2.69146
O -2.00561 2.94237 1.40700
H -2.49239 3.04269 0.58121
O -1.36255 1.50689 3.74033
H -1.16827 0.72574 4.26979
C -2.84103 -1.86255 0.77648
O -2.77621 -1.28759 1.84894
N -2.72650 -3.20555 0.63490
C -3.11187 -3.84904 -0.59811
C -2.62478 -4.05839 1.80251
H -2.93355 -1.31803 -0.17106
H -2.31316 -4.47011 -1.01133
H -3.35884 -3.09759 -1.34863
H -3.99969 -4.46830 -0.44129
H -1.74418 -4.70458 1.72493
H -2.53645 -3.44141 2.69073
H -3.48789 -4.72611 1.87140
C 3.29782 -1.19914 -1.19210
C 2.64246 0.09188 -0.74226
O 3.05049 0.45030 0.58860
P 1.97741 0.38167 1.72562
O 0.74246 1.14363 1.50844
O 1.71185 -1.16797 1.82923
C 0.59536 -1.63071 2.62592
C 1.09160 -2.65848 3.61222
O 2.75327 0.78503 3.02183
C 3.93901 0.06886 3.43629
C 5.18622 0.76882 2.94355
H 3.15192 -2.00070 -0.47101
H 2.86613 -1.48804 -2.15372
H 4.36347 -1.05652 -1.38337
H 2.87043 0.90947 -1.42485
H 1.55879 -0.03024 -0.80718
H 0.06668 -0.80587 3.10902
H -0.10441 -2.08284 1.92044
H 0.26348 -3.03353 4.21575
H 1.63842 -3.45030 3.10621
H 1.73701 -2.17359 4.35160
H 3.93515 0.09227 4.52510
H 3.87628 -0.96019 3.08509
H 6.08735 0.29769 3.33576
H 5.25504 0.70023 1.85626
H 5.15783 1.82625 3.20143
C 0.68188 4.53858 -1.65822
C 0.03144 3.38460 -0.91188
O 0.19868 2.19085 -1.70519
P -0.92580 1.10436 -1.79407
O -1.29069 0.39393 -0.57313
O -2.19876 1.81629 -2.40721
C -2.19562 2.28523 -3.76282
C -2.96788 3.57515 -3.84441
O -0.28323 0.21926 -2.93421
C -1.03680 -0.87289 -3.48512
C -0.62436 -2.15617 -2.81927
H 0.15835 4.68914 -2.60687
H 0.56486 5.47236 -1.10773
H 1.73997 4.35318 -1.83497
H 0.54538 3.25245 0.03841
H -1.01016 3.61642 -0.70568
H -1.18416 2.37456 -4.16541
H -2.68045 1.54785 -4.41393
H -3.78766 3.61907 -3.13058
H -2.33010 4.44673 -3.66767
H -3.37953 3.75370 -4.84011
H -2.10732 -0.68197 -3.37894
H -0.80655 -0.90602 -4.55057
H 0.45801 -2.22741 -2.71320
H -0.93120 -2.10546 -1.76558
H -1.10880 -3.02279 -3.26295
```



Entry 2:
ORCA calculation (the ωB97M-V functional and the def2-TZVPD basis) on C15H40AsF6O13 as an isolated structure in a non-equilibrium geometry.

Values from the calculation:
Kohn-Sham gap: 9.954 eV
total charge: -1
LUMO: 2.257 eV
DFT total energy: -119966.89327 eV
maximum force: 3.45 eV/A
relative energy (zero: lowest compared OMol25 entry of this formula, charge and spin): 273.7 kJ/mol
spin multiplicity: 1
HOMO energy: -0.283 Ha

XYZ file:
```
75
C15H40AsF6O13 the ωB97M-V functional and the def2-TZVPD basis
As -23.72234 7.63947 -13.02552
F -23.71092 5.83422 -12.96617
F -25.33894 7.51390 -13.71512
F -23.83872 9.44547 -13.12713
F -22.10328 7.55858 -12.35217
F -23.05920 7.63678 -14.70733
F -24.29978 7.71616 -11.35087
C -27.44882 6.04647 -16.09537
O -26.18757 5.58164 -15.70069
H -28.23297 6.06972 -15.33862
H -27.28608 7.02646 -16.54397
H -27.92363 5.43136 -16.85977
H -25.90128 6.05263 -14.91468
C -23.61800 2.33801 -12.96045
O -22.34519 1.92858 -13.20223
H -23.95140 2.22485 -11.92888
H -23.73858 3.37091 -13.28707
H -24.36613 1.74048 -13.48139
H -22.32714 0.97036 -13.14674
C -26.62008 4.49978 -12.65450
O -27.75037 4.19976 -13.48122
H -26.36201 3.84202 -11.82453
H -25.71278 4.56964 -13.25450
H -26.67460 5.46638 -12.15370
H -27.75489 4.64965 -14.32926
C -21.74441 4.63292 -15.47349
O -20.75926 3.80276 -16.13786
H -21.68566 5.61046 -15.95209
H -22.72982 4.17163 -15.53893
H -21.47370 4.65077 -14.41780
H -20.82462 2.95925 -15.68418
C -20.12181 4.92095 -11.59551
O -21.20924 4.96480 -10.71070
H -20.22111 4.04012 -12.22985
H -20.21469 5.78117 -12.25846
H -19.12751 4.97002 -11.15157
H -22.01699 5.08298 -11.21585
C -26.93608 9.99235 -15.02238
O -26.10587 10.60166 -14.07913
H -27.84968 9.58800 -14.58656
H -27.35635 10.35834 -15.95913
H -26.44824 9.03849 -15.22299
H -25.43288 9.97451 -13.80462
C -18.94383 8.60996 -13.27479
O -18.04442 9.62567 -13.35478
H -19.71530 8.79879 -14.02129
H -18.59448 7.67467 -13.71216
H -19.43033 8.53908 -12.30196
H -17.44935 9.57199 -14.10620
C -23.48158 11.05304 -9.91945
C -22.26629 10.10989 -10.09243
C -21.49746 10.76830 -11.27584
O -20.25865 11.11840 -10.74794
C -20.17845 10.69992 -9.45861
O -19.19918 10.97925 -8.81619
O -21.35482 10.22196 -9.01819
H -24.19925 10.84645 -9.12549
H -24.13342 11.02799 -10.79271
H -23.09919 12.05221 -9.71078
H -22.46928 9.04649 -10.21926
H -22.06073 11.63391 -11.62447
H -21.33409 10.23478 -12.21220
C -20.88843 7.53826 -18.49970
C -21.54540 8.88222 -18.08381
C -21.86888 9.14236 -16.58245
O -21.25106 10.35205 -16.33977
C -20.53869 10.71200 -17.39934
O -19.97268 11.73461 -17.59640
O -20.52003 9.81735 -18.35418
H -21.63746 6.88203 -18.94288
H -20.43517 7.12629 -17.59807
H -20.16639 7.72787 -19.29393
H -22.42564 9.10958 -18.68514
H -21.45390 8.30571 -16.02042
H -22.95376 9.23037 -16.64075
```



Entry 3:
ORCA calculation (the ωB97M-V functional and the def2-TZVPD basis) on C15H40F6HfN3O27S11 as an isolated structure in a non-equilibrium geometry.

Values from the calculation:
Kohn-Sham gap: 8.987 eV
total charge: +1
LUMO: -4.407 eV
DFT total energy: -212742.64814 eV
maximum force: 9.63 eV/A
relative energy (zero: lowest compared OMol25 entry of this formula, charge and spin): 0.0 kJ/mol
spin multiplicity: 1
HOMO energy: -0.492 Ha

XYZ file:
```
103
C15H40F6HfN3O27S11 the ωB97M-V functional and the def2-TZVPD basis
Hf 0.07262 -0.53176 0.72600
N -2.02780 0.01230 1.28640
S -3.25318 -0.36250 2.23934
O -4.26932 -1.26627 1.78434
O -3.56442 0.51107 3.32422
F -2.25533 -1.41334 2.97456
S -3.09033 1.21568 0.52323
O -3.55116 2.37770 1.22395
O -3.88163 0.76655 -0.56369
F -1.82866 1.83158 -0.24779
N 0.62707 -1.14503 2.83086
S 1.76260 -0.38076 3.91290
O 3.08963 -0.82355 3.57802
O 1.38576 -0.11932 5.26391
F 1.76597 1.04590 3.27968
S 0.57731 -2.36277 3.93594
O -0.35781 -2.30207 5.02962
O 1.67533 -3.25301 3.99978
F -0.33678 -3.22143 2.92728
N 1.44880 -1.86198 -0.49396
S 2.01905 -2.01564 -2.13574
O 1.65977 -3.17992 -2.87973
O 3.31309 -1.44656 -2.21769
F 1.09180 -0.86245 -2.71427
S 2.13143 -3.30045 -0.17295
O 3.53452 -3.50871 -0.34269
O 1.21342 -4.38803 -0.39935
F 2.02845 -3.10842 1.40001
O -1.41605 -0.87182 -1.14921
S -2.00160 -0.76589 -2.48485
O -1.92277 0.49388 -3.17287
O -1.32029 -1.93877 -3.33299
C -1.50312 -2.00659 -4.77498
C -0.80176 -3.22230 -5.24985
C -3.69809 -1.44793 -2.39712
H -0.90035 -1.14447 -5.09053
H -2.51252 -1.76598 -5.10909
H 0.27383 -3.21596 -5.10802
H -0.93681 -3.28597 -6.33513
H -1.30380 -4.13164 -4.91548
H -4.21788 -1.44765 -1.44388
H -3.61131 -2.48457 -2.71717
H -4.20134 -0.82043 -3.13156
O 1.51319 3.22294 -0.90796
S 0.74630 2.27063 -1.64768
O 0.50818 0.96927 -1.02974
O -0.65872 2.90511 -2.08341
C -0.84855 4.06193 -2.93757
C -0.05172 5.27624 -2.53410
C 1.44743 2.02883 -3.33556
H -1.91635 4.22687 -2.80061
H -0.69272 3.67418 -3.94568
H -0.15267 6.10621 -3.23960
H 1.02469 5.10796 -2.57594
H -0.39694 5.71415 -1.59952
H 1.80347 3.02668 -3.58443
H 0.61358 1.86155 -4.01931
H 2.08283 1.15440 -3.41492
O -1.72648 -4.27772 -1.13847
S -1.83194 -3.81752 0.21565
O -1.08958 -2.65965 0.67882
O -3.37194 -3.50320 0.50624
C -4.35983 -4.39962 -0.03015
C -5.78914 -3.92174 -0.02761
C -1.56990 -5.18542 1.33174
H -4.24168 -5.36838 0.46868
H -4.08664 -4.71705 -1.03957
H -5.76608 -2.83001 -0.10824
H -6.41313 -4.14860 0.83215
H -6.26331 -4.24624 -0.95228
H -0.48534 -5.21079 1.45845
H -1.90848 -6.06909 0.80114
H -1.97088 -4.94751 2.31307
O 4.06295 1.86619 1.84683
S 3.74500 0.82916 0.89801
O 2.39152 0.27930 0.85341
O 3.98138 1.30565 -0.58263
C 5.09704 2.14919 -0.85977
C 4.80612 2.93363 -2.16883
C 4.95332 -0.52735 1.05849
H 5.93966 1.52949 -1.18115
H 5.43560 2.77935 -0.04171
H 4.47389 2.33002 -3.01496
H 5.76201 3.37676 -2.44392
H 3.98582 3.64366 -2.05769
H 4.55373 -1.39980 0.54753
H 5.15904 -0.63626 2.12057
H 5.87591 -0.17821 0.59559
O 0.25550 1.80670 1.53722
S -0.01583 3.03346 2.26808
O -1.14125 3.82352 1.80279
O -0.27246 2.66602 3.81468
C -0.67198 3.68977 4.74004
C 0.33653 3.70024 5.87188
C 1.49898 4.00790 2.34302
H -1.67016 3.37711 5.05234
H -0.82217 4.65867 4.26078
H 1.19044 4.30835 5.56798
H 0.62246 2.71710 6.23735
H -0.06228 4.22832 6.74114
H 1.40477 5.00429 2.76597
H 1.80327 4.14821 1.30328
H 2.26722 3.39445 2.81065
```



Entry 4:
ORCA calculation (the ωB97M-V functional and the def2-TZVPD basis) on a 3-piece molecular cluster, C15H40N4PS overall in a non-equilibrium geometry.

Values from the calculation:
Kohn-Sham gap: 4.485 eV
total charge: +1
LUMO: -5.166 eV
DFT total energy: -42277.47282 eV
maximum force: 3.20 eV/A
spin multiplicity: 1
HOMO energy: -0.355 Ha

XYZ file:
```
61
C15H40N4PS the ωB97M-V functional and the def2-TZVPD basis
C 5.29765 0.62988 -1.74988
C 3.96185 1.44382 -1.70126
C 4.00409 2.83647 -1.01156
N 2.90711 0.89452 -2.29226
N 1.87116 0.48121 -1.39258
P 0.42236 1.53601 -1.70382
S -1.14318 0.74592 -0.89573
H 6.11975 1.32972 -1.46080
H 5.48674 0.36483 -2.81810
H 5.26699 -0.24385 -1.06430
H 5.01950 2.98478 -0.56608
H 3.91646 3.61683 -1.80960
H 3.27511 2.96840 -0.17937
H 1.57331 -0.46542 -1.68383
H 2.13944 0.46523 -0.40054
H 0.77112 2.83605 -1.24671
H 0.29807 1.63474 -3.13033
C 4.86411 -0.59536 1.90712
C 4.97090 -2.11133 1.98474
N 3.87022 -2.72862 2.70080
C 4.10700 -4.13264 3.02484
C 4.23563 -5.11848 1.86273
C 2.53709 -2.41133 2.21256
C 2.21333 -2.73642 0.75140
H 4.75943 -0.15292 2.89901
H 5.76547 -0.18367 1.44675
H 4.01136 -0.28232 1.29303
H 5.90270 -2.34217 2.50846
H 5.07781 -2.51432 0.96680
H 3.31878 -4.48163 3.69787
H 5.02492 -4.18695 3.61890
H 3.26975 -5.33906 1.40881
H 4.63320 -6.06678 2.23219
H 4.91611 -4.76333 1.08701
H 2.36538 -1.33997 2.36616
H 1.79613 -2.89446 2.85449
H 3.01516 -2.44105 0.06724
H 1.30927 -2.19645 0.44602
H 2.00955 -3.79541 0.60446
C -8.55791 1.17404 -1.02798
C -7.37327 2.09559 -1.28815
N -6.45579 2.19650 -0.16341
C -5.49499 3.28295 -0.30018
C -4.48219 3.19807 -1.44422
C -5.91541 0.94084 0.33560
C -5.14367 0.05490 -0.64432
H -9.09428 1.46772 -0.12384
H -9.25494 1.22280 -1.86642
H -8.24744 0.13205 -0.92524
H -7.78004 3.09047 -1.49431
H -6.86391 1.77041 -2.20588
H -4.95239 3.40138 0.64310
H -6.05930 4.21421 -0.41634
H -3.69811 2.46929 -1.23819
H -3.98845 4.16705 -1.56668
H -4.95044 2.95095 -2.39809
H -6.74380 0.35277 0.74149
H -5.28103 1.14352 1.20398
H -5.64196 -0.03584 -1.61121
H -5.05143 -0.95442 -0.23318
H -4.13008 0.42024 -0.81118
```